Entry 1:
The following is a DFT calculation (ωB97M-V with the def2-TZVPD basis set) of a molecular structure, C2H5OP.

XYZ file:
```
9
Properties=species:S:1:pos:R:3:forces:R:3
H 1.626434 0.029606 -0.184740 -0.6 0.4 -0.1
H -1.331626 -1.279235 0.157795 -1.6 -0.7 0.1
C 0.555998 -0.124626 -0.155900 -1.5 -1.9 0.2
H -1.447497 0.789603 -2.840622 -0.3 0.0 0.3
C -0.511854 -0.728830 -0.123492 3.6 2.2 0.1
H 0.566602 0.196088 4.190345 -0.9 -0.4 0.5
P -0.091640 1.118814 -2.449638 0.1 0.1 -0.2
H -0.062768 -0.082032 4.549955 0.9 0.4 -0.5
O 0.696351 0.080612 -3.143702 0.4 0.0 -0.3
```
Forces are in eV/Å.

E_HOMO (eV): -9.2
Calculated total energy (eV): -13486.9352
Lowest unoccupied orbital energy (eV): -0.27
HOMO-LUMO gap (eV): 8.9
Relative energy (zero: lowest compared OMol25 entry of this formula, charge and spin) (eV): 3.940

***

Entry 2:
The following is a DFT calculation (ωB97M-V with the def2-TZVPD basis set) of a single C2H5OP molecule.

XYZ file:
```
9
Properties=species:S:1:pos:R:3:forces:R:3
H 0.433811 -1.540123 -1.707843 -1.3 0.3 2.5
H -0.019141 -1.787446 0.266144 0.1 0.6 -2.3
P 1.019733 0.358539 -0.224637 -1.2 1.0 -2.2
H 0.353465 1.504026 -1.165868 1.2 -2.1 1.5
C 0.029993 0.965229 1.174572 -1.0 -0.2 0.5
H -1.163212 -0.768337 -0.854833 2.2 -1.0 0.1
C -0.052378 -1.131297 -0.702368 -0.6 0.5 -0.2
H -0.671162 0.273657 1.749436 0.6 0.2 -0.4
O 0.068890 2.125751 1.465399 0.0 0.5 0.5
```
Forces are in eV/Å.

E_HOMO (eV): -9.3
Calculated total energy (eV): -13489.3879
Lowest unoccupied orbital energy (eV): 0.47
HOMO-LUMO gap (eV): 9.8
Relative energy (zero: lowest compared OMol25 entry of this formula, charge and spin) (eV): 1.487
SMILES: CPC=O

***

Entry 3:
The following is a DFT calculation (ωB97M-V with the def2-TZVPD basis set) of 2 unconnected molecules or ions with the total composition C2H5OP.

XYZ file:
```
9
Properties=species:S:1:pos:R:3:forces:R:3
H 0.160235 -0.811104 -1.383433 -0.2 -0.1 -0.2
P -1.669932 -0.826991 0.837296 0.9 0.7 -0.7
H 2.132000 -1.272513 0.474461 -0.3 -0.3 0.2
O 2.343444 -0.464308 0.005683 -1.9 1.1 -1.0
H -0.550595 1.356668 0.694346 0.0 0.0 0.0
H -2.248155 -0.029069 1.840296 -0.1 0.1 0.2
C -0.596721 0.378862 0.231757 -1.7 -0.5 1.7
H 0.766592 0.920183 -1.330045 -0.1 0.1 -0.2
C 0.192196 0.135328 -0.870331 3.3 -1.1 0.1
```
Forces are in eV/Å.

E_HOMO (alpha / beta) (eV): -8.8 / -8.7
Calculated total energy (eV): -13486.5006
Lowest unoccupied orbital energy (alpha / beta) (eV): -2.39 / -2.39
HOMO-LUMO gap (alpha / beta) (eV): 6.4 / 6.3
Relative energy (zero: lowest compared OMol25 entry of this formula, charge and spin) (eV): 4.375

***

Entry 4:
The following is a DFT calculation (ωB97M-V with the def2-TZVPD basis set) of 2 unconnected molecules or ions with the total composition C2H5OPS.

XYZ file:
```
10
Properties=species:S:1:pos:R:3:forces:R:3
H -0.231694 0.447435 -0.909711 0.5 1.1 2.2
H 1.101477 -1.281008 1.906105 -0.5 -1.1 -0.4
C -0.397253 1.152343 0.026335 0.1 1.6 -4.6
S -0.032540 1.482312 2.730832 0.2 -0.3 -0.1
C -0.118905 0.727525 1.352548 -0.4 -2.2 0.5
H -1.459268 1.296500 -0.140148 -0.7 -0.2 0.7
P 0.016893 -1.943511 1.161707 0.9 2.7 0.9
O 0.812288 -2.011121 -0.281864 0.1 -0.8 -0.8
H -0.065359 2.242443 -0.257051 0.0 -1.9 0.7
H 0.682096 -2.819930 -0.834992 -0.2 1.0 0.9
```
Forces are in eV/Å.

E_HOMO (alpha / beta) (eV): -7.4 / -7.5
Calculated total energy (eV): -24323.2669
Lowest unoccupied orbital energy (alpha / beta) (eV): -0.28 / -0.28
HOMO-LUMO gap (alpha / beta) (eV): 7.1 / 7.2
Relative energy (zero: lowest compared OMol25 entry of this formula, charge and spin) (eV): 2.973

***

Entry 5:
The following is a DFT calculation (ωB97M-V with the def2-TZVPD basis set) of 3 unconnected molecules or ions with the total composition C2H5PS.

XYZ file:
```
9
Properties=species:S:1:pos:R:3:forces:R:3
H 2.323039 1.646277 -0.831609 1.0 0.7 -0.2
H 1.920648 -0.207254 -0.681561 0.2 0.0 0.2
C 1.665607 0.835308 -0.736095 -2.7 0.1 -0.3
C -0.971934 0.184019 -0.311395 -0.9 0.6 -0.5
H 0.031488 -1.070903 1.256851 0.6 -1.7 2.7
H -2.801122 -0.589879 0.728045 -0.6 -0.2 2.5
S 0.043997 1.331009 -0.868987 1.8 -1.4 0.7
H 0.197319 -1.532551 1.981674 -0.5 1.6 -2.5
P -2.409041 -0.596025 -0.536922 1.3 0.2 -2.6
```
Forces are in eV/Å.

E_HOMO (alpha / beta) (eV): -7.9 / -7.6
Calculated total energy (eV): -22273.4321
Lowest unoccupied orbital energy (alpha / beta) (eV): -0.71 / -0.78
HOMO-LUMO gap (alpha / beta) (eV): 7.2 / 6.8
Relative energy (zero: lowest compared OMol25 entry of this formula, charge and spin) (eV): 4.472

***

Entry 6:
The following is a DFT calculation (ωB97M-V with the def2-TZVPD basis set) of 2 unconnected molecules or ions with the total composition C2H5PS.

XYZ file:
```
9
Properties=species:S:1:pos:R:3:forces:R:3
P -1.535390 0.421275 0.003695 3.0 0.4 0.8
H -0.173175 0.795807 0.630491 -2.4 0.1 -0.2
C 1.815720 -1.028564 0.193355 0.2 -1.6 1.0
S -1.677887 -1.496654 0.144285 -0.7 -0.2 -0.2
C 1.635304 0.088261 -0.214032 0.8 -1.0 0.0
H 1.619327 1.017407 -0.709305 -0.1 0.4 -0.1
H -1.084132 0.992061 -1.226851 -0.9 -0.1 0.1
H -2.559653 1.267110 0.528191 0.5 -0.2 -0.3
H 1.959886 -2.056703 0.650173 -0.4 2.1 -1.0
```
Forces are in eV/Å.

E_HOMO (eV): -8.8
Calculated total energy (eV): -22275.6356
Lowest unoccupied orbital energy (eV): 0.70
HOMO-LUMO gap (eV): 9.5
Relative energy (zero: lowest compared OMol25 entry of this formula, charge and spin) (eV): 2.268
SMILES: [PH3]=S.C#C

***

Entry 7:
The following is a DFT calculation (ωB97M-V with the def2-TZVPD basis set) of 2 unconnected molecules or ions with the total composition C2H5S.

XYZ file:
```
8
Properties=species:S:1:pos:R:3:forces:R:3
H -1.134758 -0.861015 -0.998791 0.1 0.2 0.0
S 1.906461 0.047237 0.000526 0.1 0.0 0.0
H -1.888776 -1.513868 0.521030 -0.1 0.2 0.0
C -2.180671 0.553954 0.185576 -0.9 -0.4 -0.6
H 1.775875 0.040968 -1.337642 0.0 0.0 0.0
H -2.869893 0.693158 1.013871 0.4 0.2 0.1
H -2.040879 1.357119 -0.520963 0.2 0.3 0.2
C -1.741621 -0.651338 -0.128957 0.3 -0.5 0.3
```
Forces are in eV/Å.

E_HOMO (eV): -2.3
Calculated total energy (eV): -12990.0800
Lowest unoccupied orbital energy (eV): 4.30
Total charge: -1
HOMO-LUMO gap (eV): 6.6
Relative energy (zero: lowest compared OMol25 entry of this formula, charge and spin) (eV): 0.836

***

Entry 8:
The following is a DFT calculation (ωB97M-V with the def2-TZVPD basis set) of 2 unconnected molecules or ions with the total composition C2H5S.

XYZ file:
```
8
Properties=species:S:1:pos:R:3:forces:R:3
H -0.464710 1.670461 -0.716990 0.4 0.3 -0.1
S -0.898857 -3.568362 -0.946494 0.0 -0.1 0.3
C 0.125734 0.969661 -0.139818 0.2 -0.5 0.1
H -0.571102 -2.887898 -2.043194 0.1 0.2 -0.3
H 0.247628 2.176247 1.541189 -0.2 -0.1 0.3
C 0.443480 1.191315 1.130788 -0.7 0.4 -0.3
H 0.381208 0.041542 -0.639005 -0.4 -0.2 0.2
H 0.736619 0.407034 1.813524 0.6 0.0 -0.2
```
Forces are in eV/Å.

E_HOMO (eV): -2.3
Calculated total energy (eV): -12990.0846
Lowest unoccupied orbital energy (eV): 3.91
Total charge: -1
HOMO-LUMO gap (eV): 6.2
Relative energy (zero: lowest compared OMol25 entry of this formula, charge and spin) (eV): 0.831

***

Entry 9:
The following is a DFT calculation (ωB97M-V with the def2-TZVPD basis set) of 2 unconnected molecules or ions with the total composition C2H6BrIO2Si.

XYZ file:
```
13
Properties=species:S:1:pos:R:3:forces:R:3
C 3.118138 0.035461 -0.188179 1.7 1.2 -1.1
H -2.590968 1.482278 -0.677646 1.3 -1.1 -0.6
H -2.508711 -0.116432 -1.586790 0.9 0.8 0.8
Br 1.205146 3.118452 -1.523034 0.5 1.1 -0.2
O 1.774938 0.369679 -0.419441 -0.3 -1.2 1.1
Si 0.865942 0.952940 -1.594662 1.8 0.2 -1.1
H 3.772341 0.887904 -0.632013 -0.8 -1.4 1.0
H 3.446673 -0.910038 -0.665637 -0.5 0.4 0.0
H -1.698910 0.102533 0.016887 0.0 -0.6 0.8
O -0.678619 0.940027 -1.516711 -3.2 -0.6 0.4
H 3.307031 -0.078168 0.881939 -0.2 0.3 -0.1
I -1.039579 -3.173610 -2.643659 0.1 0.1 0.0
C -1.917744 0.577960 -0.907994 -1.3 0.6 -1.0
```
Forces are in eV/Å.

E_HOMO (alpha / beta) (eV): -10.2 / -7.6
Calculated total energy (eV): -92287.1362
Lowest unoccupied orbital energy (alpha / beta) (eV): -0.85 / -3.41
HOMO-LUMO gap (alpha / beta) (eV): 9.4 / 4.2
Relative energy (zero: lowest compared OMol25 entry of this formula, charge and spin) (eV): 3.314

***

Entry 10:
The following is a DFT calculation (ωB97M-V with the def2-TZVPD basis set) of a single C2H6BrNO2S molecule.

XYZ file:
```
13
Properties=species:S:1:pos:R:3:forces:R:3
H 0.589778 1.366369 -1.238977 0.3 0.3 0.7
O -1.684712 -1.806489 -0.970206 1.7 4.0 5.1
O -1.601615 -0.880361 1.525497 -0.6 -1.6 2.2
H 0.126670 -0.074002 1.971130 1.7 0.7 -0.8
H 1.856332 -0.120419 1.531755 0.3 -0.6 -0.8
N 0.301039 -0.374702 -0.032861 0.3 -1.4 2.0
H 0.887243 1.288448 1.023146 0.1 -0.5 0.3
H 1.632120 -0.133553 -1.669500 -1.9 1.0 0.9
C 0.889430 0.180778 1.146818 -2.0 1.4 2.7
Br -2.163121 1.058473 -0.370543 -1.4 1.7 -0.6
H -0.174143 0.001972 -1.870152 0.0 -0.2 -1.3
S -1.285849 -0.788875 0.172049 -0.4 -3.5 -7.2
C 0.626829 0.282357 -1.218153 1.8 -1.3 -3.3
```
Forces are in eV/Å.

E_HOMO (eV): -10.4
Calculated total energy (eV): -88631.8199
Lowest unoccupied orbital energy (eV): 0.19
HOMO-LUMO gap (eV): 10.6
Relative energy (zero: lowest compared OMol25 entry of this formula, charge and spin) (eV): 1.732
SMILES: CN(C)S(=O)(=O)Br

***

Which of these has the highest calculated total energy? number 7

***

Number 7 is which compound? C2H5S

***

What did the fourth record say?
The following is a DFT calculation (ωB97M-V with the def2-TZVPD basis set) of 2 unconnected molecules or ions with the total composition C2H5OPS.

XYZ file:
```
10
Properties=species:S:1:pos:R:3:forces:R:3
H -0.231694 0.447435 -0.909711 0.5 1.1 2.2
H 1.101477 -1.281008 1.906105 -0.5 -1.1 -0.4
C -0.397253 1.152343 0.026335 0.1 1.6 -4.6
S -0.032540 1.482312 2.730832 0.2 -0.3 -0.1
C -0.118905 0.727525 1.352548 -0.4 -2.2 0.5
H -1.459268 1.296500 -0.140148 -0.7 -0.2 0.7
P 0.016893 -1.943511 1.161707 0.9 2.7 0.9
O 0.812288 -2.011121 -0.281864 0.1 -0.8 -0.8
H -0.065359 2.242443 -0.257051 0.0 -1.9 0.7
H 0.682096 -2.819930 -0.834992 -0.2 1.0 0.9
```
Forces are in eV/Å.

E_HOMO (alpha / beta) (eV): -7.4 / -7.5
Calculated total energy (eV): -24323.2669
Lowest unoccupied orbital energy (alpha / beta) (eV): -0.28 / -0.28
HOMO-LUMO gap (alpha / beta) (eV): 7.1 / 7.2
Relative energy (zero: lowest compared OMol25 entry of this formula, charge and spin) (eV): 2.973

***

Which of these has the highest calculated total energy? number 7